Record 1
Computed, not measured: C11H17P in the gas phase at a distorted geometry, with wB97M-V/def2-TZVPD.

Last column: Mulliken charge in e.
CARTESIAN COORDINATES (ANGSTROEM)
C 6.875 0.096 -0.113  -1.25
C 5.406 0.147 -0.089  0.31
C 4.196 0.003 -0.169  -0.22
C 2.813 0.419 -0.098  0.09
P 1.464 -0.408 -0.504  -0.22
C 0.319 0.820 -0.057  -0.43
C -1.031 0.705 0.167  0.34
C -1.827 2.019 0.175  -1.85
C -1.852 -0.554 0.365  2.62
C -1.042 -1.702 0.818  -2.10
C -2.827 -0.309 1.589  -1.77
C -2.654 -0.725 -0.954  -1.66
H 7.224 0.326 0.855  0.31
H 7.275 0.844 -0.803  0.28
H 7.275 -0.859 -0.427  0.30
H 2.658 1.281 0.581  0.21
H 0.690 1.887 0.077  0.14
H -1.149 2.777 -0.254  0.51
H -2.024 2.303 1.236  0.35
H -2.748 1.868 -0.433  0.33
H -0.265 -1.530 1.636  0.41
H -0.419 -2.255 0.045  0.39
H -1.745 -2.492 1.060  0.47
H -3.255 0.697 1.530  0.45
H -2.295 -0.142 2.600  0.31
H -3.564 -1.026 1.613  0.53
H -2.894 -1.712 -1.208  0.46
H -2.071 -0.187 -1.687  0.36
H -3.580 -0.085 -0.805  0.34

Computed properties:
- Frontier orbital gap: 7.85 eV
- HOMO energy: -7.79 eV
- SMILES: CC#C/C=P/C=C(/C)C(C)(C)C
- Max |F|: 4.26 eV/Å
- Energy above the lowest of the compared OMol25 structures with the same formula, charge and spin: 3.179 eV
- Net charge: 0

Record 2
Computed, not measured: a molecular structure, C11H18AuI2N2O3S, with wB97M-V/def2-TZVPD.

Last column: Mulliken charge in e.
CARTESIAN COORDINATES (ANGSTROEM)
Au -0.845 -0.215 0.497  0.55
I -3.192 -1.003 -0.385  0.04
I -4.744 0.543 1.123  0.08
C 0.692 5.488 -2.996  -1.48
C 0.480 4.651 -1.760  0.90
C 1.494 4.502 -0.812  -0.70
C 1.288 3.773 0.349  -0.80
C 0.049 3.174 0.569  0.20
C -0.973 3.313 -0.358  -0.39
C -0.749 4.047 -1.516  -0.56
S -0.166 2.166 2.013  1.30
O 0.266 2.905 3.158  -0.68
O -1.556 1.710 1.985  -0.62
O 0.728 0.984 1.709  -0.85
H 1.752 5.591 -3.230  0.37
H 0.288 6.493 -2.854  0.32
H 0.188 5.055 -3.860  0.37
H 2.451 4.985 -0.980  0.39
H 2.067 3.681 1.096  0.46
H -1.936 2.856 -0.161  0.53
H -1.550 4.164 -2.238  0.40
N 3.817 -1.064 -2.087  -0.14
C 3.333 0.363 -1.954  -0.68
C 1.845 0.336 -1.643  -0.25
N 1.533 -0.474 -0.477  -0.02
C 2.067 -1.824 -0.532  -0.89
C 3.563 -1.852 -0.823  -0.62
H 4.805 -1.091 -2.340  0.35
H 3.308 -1.508 -2.855  0.38
H 3.563 0.885 -2.881  0.39
H 3.901 0.805 -1.136  0.35
H 1.294 -0.048 -2.509  0.33
H 1.504 1.358 -1.470  -0.14
H 1.770 0.018 0.385  0.55
H 1.534 -2.390 -1.305  0.37
H 1.888 -2.330 0.416  0.42
H 3.947 -2.859 -0.972  0.40
H 4.131 -1.359 -0.036  0.37

Computed properties:
- Frontier orbital gap: 6.78 eV
- HOMO energy: -11.24 eV
- Max |F|: 0.59 eV/Å
- Energy above the lowest of the compared OMol25 structures with the same formula, charge and spin: 0.742 eV
- Net charge: +1